DFT (the ωB97M-V functional and the def2-TZVPD basis) results for 5 unconnected molecules or ions with the total composition C24H39Cl2N3O8P in a non-equilibrium geometry.

Each line ends with the Mulliken charge.
Positions of all 77 atoms, in Å:
C 3.7542 3.6272 1.2941  -0.749
C 3.1919 3.9556 -0.2090  0.111
Cl 3.4350 5.6611 -0.9064  -0.171
C 2.5005 2.9060 -1.0003  -0.301
Cl 1.8480 3.4276 -2.6916  -0.276
C 2.2225 1.3543 -0.5707  0.768
P 0.4273 0.7522 -0.2497  0.297
C -0.1462 1.0746 1.5425  -0.705
C -0.8202 1.4646 -1.5070  -0.798
C 2.5584 0.5624 -2.0063  -0.767
N 3.2316 -0.7701 -1.6195  -0.458
C 2.9090 -0.8579 -0.1196  0.206
N 2.4540 -1.9164 0.6271  -0.099
N 3.1964 0.5969 0.3013  -0.442
H 4.4040 4.5747 1.6191  0.327
H 2.9334 3.4642 2.1120  0.237
H 4.5441 2.7341 1.2404  0.204
H -1.3335 1.1010 1.5335  0.300
H 0.3223 2.0649 1.9543  0.337
H 0.2050 0.1428 2.1887  0.091
H -0.6322 1.1662 -2.6227  0.320
H -1.8904 1.0203 -1.2251  0.215
H -0.9475 2.6446 -1.4188  0.310
H 3.4944 1.1201 -2.4956  0.435
H 1.6371 0.3270 -2.6903  0.244
H 4.2675 -0.6051 -1.6312  0.359
H 1.8087 -1.8358 1.4685  0.202
H 2.7007 -2.9123 0.3441  0.278
H 4.2245 0.7410 0.1228  0.368
O 3.0242 -5.3877 1.5814  -0.635
C 2.7543 -5.1553 2.7481  0.470
O 1.5342 -5.3847 3.3164  -0.343
C 1.5430 -4.8969 4.6572  -0.116
C 2.9954 -4.8504 5.0540  -0.596
C 3.6844 -4.5400 3.7493  -0.257
H 1.0762 -3.9065 4.6717  0.016
H 0.9663 -5.5701 5.2983  0.340
H 3.2031 -4.1223 5.8426  0.345
H 3.3140 -5.8370 5.4119  0.282
H 3.7445 -3.4634 3.5669  0.201
H 4.6753 -4.9974 3.7002  0.309
O -2.4973 7.1537 -5.9110  -0.578
C -1.3763 6.8686 -5.5232  0.455
O -1.1132 6.1287 -4.4063  -0.339
C 0.2972 6.0847 -4.1953  0.602
C 0.9099 6.3774 -5.5398  -0.565
C -0.0961 7.3104 -6.1651  -0.358
H 0.5619 6.8373 -3.4451  0.252
H 0.5837 5.0969 -3.8227  -0.491
H 1.9156 6.8004 -5.4717  0.351
H 0.9702 5.4542 -6.1290  0.276
H 0.0958 8.3535 -5.8988  0.250
H -0.1364 7.1883 -7.2499  0.282
O -0.5087 -1.8556 4.4696  -0.628
C -1.6214 -1.8594 3.9694  0.521
O -1.9268 -2.4477 2.7757  -0.290
C -3.2864 -2.1645 2.4484  -0.219
C -3.9502 -1.8323 3.7591  -0.496
C -2.8334 -1.1883 4.5411  -0.429
H -3.3089 -1.3244 1.7463  0.106
H -3.7403 -3.0377 1.9709  0.255
H -4.8302 -1.1936 3.6463  0.336
H -4.2643 -2.7559 4.2604  0.298
H -2.7702 -0.1134 4.3502  0.230
H -2.9264 -1.3872 5.6112  0.330
O -6.3910 -4.3695 -0.6288  -0.587
C -5.4523 -3.7546 -1.1074  0.386
O -4.5371 -3.0544 -0.3750  -0.260
C -3.6499 -2.3738 -1.2612  -0.150
C -3.7335 -3.1266 -2.5633  -0.578
C -5.1596 -3.6163 -2.5707  -0.377
H -3.9829 -1.3352 -1.3593  0.165
H -2.6369 -2.3839 -0.8485  0.208
H -3.4767 -2.5143 -3.4318  0.338
H -3.0508 -3.9846 -2.5403  0.297
H -5.8410 -2.8785 -3.0033  0.256
H -5.2513 -4.5764 -3.0837  0.295

energy = -80691.9839 eV
net charge = +1
Kohn-Sham gap = 0.2458 Eh
HOMO level = -11.6109 eV
multiplicity = 1